# C37H44BrCaF5N3O2Si2

C37H44BrCaF5N3O2Si2 as an isolated structure (wB97M-V/def2-TZVPD, the Open Molecules 2025 dataset).

Atoms and positions in Å:
Ca1 0.1784 -0.1055 0.3921
C1 2.8489 -2.5284 0.3203
O1 1.6646 -2.2749 -0.4281
C2 0.8855 -3.4509 -0.5623
C3 -0.2495 -3.1513 -1.4951
O2 -1.0404 -2.1484 -0.8898
C4 -2.3188 -2.0298 -1.4927
H1 3.4944 -3.2162 -0.2368
H2 2.6055 -2.9512 1.2966
H3 3.3599 -1.5838 0.4618
H4 0.4877 -3.7384 0.4146
H5 1.4969 -4.2743 -0.9517
H6 -0.8373 -4.0609 -1.6669
H7 0.1286 -2.7957 -2.4625
H8 -2.8923 -2.9503 -1.3400
H9 -2.2306 -1.8353 -2.5663
H10 -2.8346 -1.2023 -1.0141
C5 2.6069 1.6207 -4.3788
Si1 2.2021 2.6478 -2.8404
C6 3.2965 4.1890 -3.0177
C7 0.4665 3.3911 -3.0044
C8 2.5080 1.7167 -1.2996
C9 2.0744 2.4899 -0.1374
C10 2.8911 3.4466 0.5147
C11 2.4171 4.2022 1.5582
C12 1.1020 4.0270 1.9890
C13 0.3611 3.0625 1.3522
N1 0.8125 2.3095 0.3342
Si2 4.1640 0.9471 -1.2109
C14 4.2343 -0.6479 -2.2300
C15 4.6490 0.5751 0.5790
C16 5.6529 1.9160 -1.8868
H11 2.2639 0.5876 -4.3022
H12 2.1471 2.0702 -5.2642
H13 3.6877 1.5977 -4.5445
H14 3.0679 4.7069 -3.9557
H15 4.3634 3.9523 -3.0090
H16 3.1026 4.8907 -2.1999
H17 -0.1202 2.9151 -3.7954
H18 0.5403 4.4554 -3.2444
H19 -0.0905 3.2978 -2.0727
H20 3.8984 3.5912 0.1438
H21 3.0584 4.9339 2.0359
H22 0.6852 4.5900 2.8119
H23 -0.6537 2.8540 1.6768
H24 3.3458 -1.2626 -2.0746
H25 5.1189 -1.2403 -1.9738
H26 4.2954 -0.4110 -3.2955
H27 3.7883 0.3939 1.2262
H28 5.1985 1.4158 1.0108
H29 5.3068 -0.2986 0.6247
H30 5.5460 2.1340 -2.9531
H31 6.5643 1.3215 -1.7609
H32 5.7984 2.8671 -1.3663
N2 -2.3723 2.1082 -0.5803
C17 -2.8631 1.7454 -1.7972
C18 -4.1236 2.0871 -2.2418
C19 -4.5607 1.7318 -3.5305
C20 -3.7507 1.0563 -4.3994
C21 -2.4605 0.6639 -3.9685
C22 -1.5442 -0.0154 -4.8056
C23 -0.3211 -0.3741 -4.3232
C24 -0.0192 -0.0999 -2.9718
N3 -0.8426 0.5173 -2.1641
C25 -2.0324 0.9535 -2.6571
H33 -2.9089 2.7302 -0.0045
H34 -1.3703 2.1200 -0.4557
H35 -4.7716 2.6647 -1.5933
H36 -5.5552 2.0277 -3.8415
H37 -4.0734 0.8154 -5.4045
H38 -1.8283 -0.2327 -5.8293
H39 0.4128 -0.8684 -4.9458
H40 0.9427 -0.3923 -2.5570
F1 0.2609 -2.8562 2.4880
C26 0.9064 -1.8806 3.2057
C27 1.2987 -0.7240 2.5757
C28 1.9386 0.1574 3.4151
F2 2.3958 1.3529 2.9397
C29 2.1712 -0.0552 4.7651
F3 2.7989 0.8533 5.5355
C30 1.7423 -1.2387 5.3338
F4 1.9509 -1.4819 6.6382
C31 1.1001 -2.1736 4.5425
F5 0.6893 -3.3314 5.0923
Br1 -5.5625 -0.7348 4.7126
C32 -4.0791 -0.5719 3.5181
C33 -3.2764 0.5515 3.5745
C34 -2.2104 0.6465 2.6829
C35 -1.8823 -0.3152 1.7069
C36 -2.7289 -1.4383 1.7501
C37 -3.8095 -1.5848 2.6194
H41 -3.4721 1.3289 4.3031
H42 -1.5934 1.5375 2.7908
H43 -2.5332 -2.2840 1.0979
H44 -4.4244 -2.4769 2.6041

Atoms 1-6, force components in eV/Å:
Ca 0.3 -0.3 -0.8
C 0.0 0.0 0.0
O -0.1 0.1 0.1
C 0.0 0.0 0.1
C 0.0 0.1 0.0
O 0.0 0.0 0.0

Kohn-Sham gap	6.46	eV
charge	-1
energy	-6081.11708	Eh
maximum force	0.9	eV/Å
energy relative to the best compared isomer or geometry (same formula, charge and spin)	52.9	kJ/mol

=====

# C37H44F3N3O7PbSSb

C37H44F3N3O7PbSSb as an isolated structure at a distorted geometry (wB97M-V/def2-TZVPD, the Open Molecules 2025 dataset).

Atoms and positions in Å:
Pb1 -18.6813 -9.9369 2.0743
C1 -23.0061 -11.7531 4.0490
N1 -21.9428 -11.2913 4.9789
C2 -22.3927 -11.0602 6.3393
C3 -20.6632 -11.4245 4.5747
O1 -20.3132 -11.7730 3.4214
C4 -19.5598 -11.0602 5.6047
O2 -18.3020 -10.8296 4.9531
C5 -17.5920 -12.0301 4.8028
C6 -16.3542 -11.7582 3.9044
O3 -16.3830 -10.8871 2.9929
N2 -15.2889 -12.5665 4.1100
C7 -15.2944 -13.7903 4.9029
C8 -14.0942 -12.3865 3.2659
H1 -23.8365 -11.0630 4.0032
H2 -23.4006 -12.7220 4.3098
H3 -22.5146 -11.8093 3.0794
H4 -23.2477 -10.4106 6.3166
H5 -21.6055 -10.5471 6.9164
H6 -22.6271 -11.9968 6.8302
H7 -19.4809 -11.9720 6.2105
H8 -19.8207 -10.1958 6.2577
H9 -18.2892 -12.7368 4.3036
H10 -17.2777 -12.4407 5.7896
H11 -15.5809 -13.5855 5.9270
H12 -14.3047 -14.1846 4.9179
H13 -16.0013 -14.5084 4.5006
H14 -14.2806 -11.5287 2.6455
H15 -13.9179 -13.2757 2.6459
H16 -13.2354 -12.2494 3.9119
C9 -21.7285 -12.8931 -1.0804
S1 -20.6932 -11.7913 -0.0393
O4 -19.5534 -12.6199 0.4509
C10 -19.9657 -10.7935 -1.3473
C11 -20.3957 -9.4887 -1.5647
C12 -19.8096 -8.7140 -2.5607
C13 -18.8553 -9.2715 -3.3964
C14 -18.4123 -10.5421 -3.1513
C15 -18.9343 -11.2931 -2.1203
H17 -21.0249 -13.5270 -1.6189
H18 -22.3601 -12.3621 -1.7698
H19 -22.2985 -13.5196 -0.3785
H20 -21.2162 -9.0911 -0.9328
H21 -20.1437 -7.6640 -2.6871
H22 -18.4728 -8.7203 -4.2683
H23 -17.5602 -10.9669 -3.7112
H24 -18.5226 -12.2786 -1.8580
C16 -21.7215 -7.5542 4.5846
O5 -20.4293 -8.1231 4.1644
C17 -20.4663 -8.7151 2.9361
O6 -21.4904 -8.7368 2.2833
H25 -21.5293 -7.0072 5.5241
H26 -22.4382 -8.3715 4.7618
H27 -22.0513 -6.8859 3.7608
F1 -10.8687 -6.8712 2.7610
C18 -12.2364 -7.0106 2.8684
C19 -12.8350 -8.1580 2.3833
C20 -14.2307 -8.2942 2.5094
C21 -14.9388 -7.2500 3.0774
C22 -14.3407 -6.1099 3.5550
C23 -12.9485 -5.9869 3.4919
Sb1 -17.0267 -7.5488 3.5201
C24 -17.5875 -5.5762 2.9236
C25 -18.7643 -5.0648 3.4762
C26 -19.2350 -3.8250 3.0392
C27 -18.5505 -3.1595 2.0035
F2 -18.9848 -1.9224 1.6267
C28 -17.4262 -3.7195 1.3917
C29 -16.9341 -4.9273 1.8836
C30 -16.8183 -7.1103 5.6454
C31 -16.5163 -8.2305 6.4263
C32 -16.3967 -8.1266 7.8193
C33 -16.6385 -6.8874 8.3958
F3 -16.5566 -6.7863 9.7635
C34 -16.9603 -5.7463 7.6381
C35 -17.0432 -5.8520 6.2306
H28 -12.2691 -8.9469 1.8777
H29 -14.6871 -9.2604 2.2654
H30 -14.9448 -5.3432 4.0664
H31 -12.4594 -5.1099 3.9346
H32 -19.3124 -5.6297 4.2542
H33 -20.1392 -3.4243 3.4693
H34 -16.9332 -3.1929 0.5584
H35 -16.0703 -5.3781 1.3925
H36 -16.2550 -9.1879 5.9640
H37 -16.1963 -9.0161 8.4115
H38 -17.0878 -4.7751 8.0964
H39 -17.2800 -4.9656 5.6574
C36 -15.8228 -9.0498 -0.6359
C37 -16.8773 -7.9804 -0.4603
N3 -16.7379 -6.8371 -1.1748
O7 -17.8432 -8.0765 0.3636
H40 -15.3154 -8.9989 -1.5874
H41 -16.3041 -10.0245 -0.5710
H42 -15.0861 -8.9740 0.1502
H43 -15.9061 -6.7287 -1.7695
H44 -17.4353 -6.1092 -1.0290

Atoms 1-6, force components in eV/Å:
Pb 0.2 -0.4 -0.3
C 1.1 0.4 -0.3
N -0.6 -0.8 -0.9
C 1.4 0.4 0.2
C 0.6 0.7 -0.7
O -0.5 0.5 1.5

Kohn-Sham gap	8.48	eV
charge	+1
energy	-3257.90328	Eh
maximum force	2.4	eV/Å
energy relative to the best compared isomer or geometry (same formula, charge and spin)	0.0	kJ/mol

=====

# C37H45BCl4N12O3PRbSe

C37H45BCl4N12O3PRbSe as an isolated structure (wB97M-V/def2-TZVPD, the Open Molecules 2025 dataset).

Atoms and positions in Å:
Rb1 0.3132 0.4555 0.2944
C1 3.8304 -0.9521 2.7403
C2 3.5917 0.3272 1.9704
O1 3.0116 1.2822 2.4677
N1 4.0818 0.3390 0.7050
C3 3.8220 1.4516 -0.2107
C4 3.6848 0.9391 -1.6212
C5 4.8087 0.6771 -2.4015
C6 4.6429 0.1960 -3.6896
C7 3.3559 0.0098 -4.1662
C8 2.2960 0.2993 -3.3181
N2 2.4479 0.7349 -2.0727
H1 3.2060 -0.9351 3.6298
H2 4.8795 -1.0002 3.0397
H3 3.6077 -1.8351 2.1416
H4 4.2411 -0.5678 0.2919
H5 4.6399 2.1754 -0.1615
H6 2.9005 1.9823 0.0567
H7 5.7956 0.8607 -1.9931
H8 5.5031 -0.0184 -4.3132
H9 3.1625 -0.3446 -5.1707
H10 1.2701 0.1831 -3.6557
N3 0.8195 3.4136 2.7941
C9 -0.4910 3.3376 2.9743
N4 -1.0536 4.1982 3.8499
C10 -2.3639 4.0861 3.9632
N5 -2.9887 4.9440 4.8354
N6 -3.1541 3.2370 3.2984
C11 -2.4827 2.4308 2.4659
N7 -1.1840 2.4011 2.2804
C12 -3.3249 1.4918 1.6507
C13 -4.7088 1.6389 1.6192
C14 -5.4525 0.7707 0.8377
C15 -4.7961 -0.2158 0.1188
C16 -3.4138 -0.2833 0.2174
N8 -2.6942 0.5462 0.9622
H11 1.2905 4.2157 3.1715
H12 1.2783 2.9101 2.0385
H13 -2.3908 5.3800 5.5145
H14 -3.9111 4.6721 5.1250
H15 -5.1657 2.4281 2.1975
H16 -6.5303 0.8675 0.7858
H17 -5.3298 -0.9162 -0.5115
H18 -2.8516 -1.0380 -0.3270
Cl1 1.9415 7.1743 -2.7896
C17 1.1209 5.6708 -2.4604
C18 0.1353 5.2132 -3.3024
Cl2 -0.3063 6.1342 -4.7182
C19 -0.5178 3.9950 -3.0117
Cl3 -1.7754 3.4114 -4.0843
C20 -0.2356 3.2001 -1.8855
O2 -0.8382 2.1115 -1.6102
C21 0.8448 3.6885 -0.9909
O3 1.1684 2.9845 0.0297
C22 1.4577 4.9038 -1.3213
Cl4 2.7367 5.4484 -0.2527
C23 -3.7713 -3.8728 -1.4031
C24 -2.4102 -4.2209 -2.0125
C25 -2.5709 -5.1886 -3.1857
P1 -1.4231 -2.6392 -2.1678
C26 -2.3873 -1.5394 -3.3179
C27 -1.5471 -0.3007 -3.6483
C28 -3.0362 -2.1182 -4.5787
C29 0.1519 -3.1333 -3.0223
C30 0.1751 -3.3322 -4.5384
C31 0.7256 -4.3637 -2.3130
H19 -4.3299 -4.7836 -1.1638
H20 -4.3820 -3.2865 -2.0960
H21 -3.6611 -3.2923 -0.4840
H22 -1.8482 -4.7587 -1.2406
H23 -3.1507 -4.7602 -4.0019
H24 -3.0957 -6.0893 -2.8472
H25 -1.6106 -5.5036 -3.5900
H26 -3.2030 -1.1942 -2.6707
H27 -0.7153 -0.5512 -4.3133
H28 -1.1593 0.2223 -2.7689
H29 -2.1609 0.4376 -4.1683
H30 -2.3177 -2.6282 -5.2212
H31 -3.4774 -1.3029 -5.1597
H32 -3.8361 -2.8229 -4.3454
H33 0.8168 -2.2959 -2.7866
H34 -0.4714 -4.1525 -4.8539
H35 1.1944 -3.5753 -4.8557
H36 -0.1326 -2.4375 -5.0783
H37 0.2087 -5.2786 -2.6184
H38 0.6641 -4.2845 -1.2270
H39 1.7848 -4.4805 -2.5497
B1 3.4374 -4.4599 0.2921
C32 2.7447 -3.0491 0.0427
N9 2.2434 -2.0196 -0.1309
H40 2.5649 -5.2342 0.6562
H41 3.9380 -4.8286 -0.7541
H42 4.2756 -4.3114 1.1638
Se1 -3.4704 -1.3065 4.7864
N10 -3.5628 -2.9496 4.0924
C33 -2.5979 -3.0089 3.2058
C34 -2.3006 -4.1536 2.3965
C35 -1.2854 -4.0428 1.5217
C36 -0.5445 -2.8021 1.4127
N11 -0.7675 -1.7414 2.1161
C37 -1.7812 -1.8148 3.0390
N12 -2.0897 -0.7908 3.7996
H43 -2.8935 -5.0510 2.5182
H44 -0.9824 -4.8584 0.8781
H45 0.2669 -2.7540 0.6928

Atoms 1-6, force components in eV/Å:
Rb 0.0 0.0 -0.1
C 0.1 0.0 0.0
C -0.2 0.0 -0.1
O 0.1 0.1 0.0
N 0.0 0.0 0.0
C -0.1 0.0 0.0

Kohn-Sham gap	3.41	eV
charge	-2
energy	-6952.42964	Eh
maximum force	0.4	eV/Å
energy relative to the best compared isomer or geometry (same formula, charge and spin)	132.9	kJ/mol

=====

# C37H46Cl8F4O3

C37H46Cl8F4O3 as an isolated structure at a distorted geometry (wB97M-V/def2-TZVPD, the Open Molecules 2025 dataset).

Atoms and positions in Å:
F1 3.3030 -10.2882 9.1498
C1 4.5826 -10.0599 9.4761
C2 5.0555 -10.3531 10.7597
C3 6.3261 -9.9459 11.1481
C4 7.1122 -9.2230 10.2367
C5 6.7108 -9.0318 8.9460
C6 5.4440 -9.4184 8.5753
H1 4.4350 -10.8689 11.4774
H2 6.6700 -10.1083 12.1589
H3 8.0916 -8.8972 10.5546
H4 7.3960 -8.5518 8.2630
H5 5.0431 -9.0726 7.6340
F2 10.0990 -10.1850 10.2658
C7 9.2398 -10.5918 11.2883
C8 9.3247 -10.0172 12.5836
C9 8.4728 -10.4094 13.6207
C10 7.5615 -11.4363 13.3100
C11 7.5102 -12.0053 12.0291
C12 8.2795 -11.5415 10.9842
H6 10.2026 -9.4266 12.8002
H7 8.5042 -10.0796 14.6486
H8 6.8664 -11.7873 14.0583
H9 6.7001 -12.6695 11.7664
H10 8.1860 -11.8951 9.9680
F3 13.4377 -14.9105 12.6666
C13 12.7300 -14.1606 11.8311
C14 12.5707 -12.7743 12.1503
C15 11.6836 -12.0001 11.3931
C16 11.0312 -12.5819 10.3094
C17 11.1366 -13.9912 10.1072
C18 11.9194 -14.7514 10.8874
H11 12.9727 -12.3906 13.0764
H12 11.5721 -10.9403 11.5684
H13 10.3070 -12.0733 9.6903
H14 10.5057 -14.3830 9.3230
H15 12.0559 -15.8091 10.7174
F4 14.0658 -7.7280 11.2742
C19 12.9038 -7.6501 11.9696
C20 11.7326 -7.9519 11.3217
C21 10.5374 -7.8239 12.0331
C22 10.5010 -7.4681 13.3834
C23 11.7242 -7.2846 14.0535
C24 12.9014 -7.2699 13.3546
H16 11.6728 -8.3142 10.3061
H17 9.6416 -8.0771 11.4854
H18 9.5942 -7.3757 13.9626
H19 11.6605 -7.2349 15.1305
H20 13.8196 -7.1524 13.9109
C25 6.7611 -13.7289 8.8115
Cl1 8.3289 -12.9577 9.0656
Cl2 5.5177 -12.6678 9.5079
H21 6.6368 -13.9283 7.7472
H22 6.8062 -14.7014 9.3017
C26 8.1473 -11.8726 16.2975
Cl3 9.0587 -12.8927 15.2003
Cl4 6.3567 -12.0574 16.0604
H23 8.4792 -12.0095 17.3267
H24 8.4654 -10.8304 16.2711
C27 5.0582 -14.7475 11.4922
Cl5 6.6193 -15.5441 11.2252
Cl6 5.2754 -13.0486 11.9899
H25 4.5014 -14.6938 10.5567
H26 4.5678 -15.3218 12.2782
C28 11.8491 -10.3002 15.0177
Cl7 11.6469 -11.9624 14.4352
Cl8 10.3219 -9.4238 14.6565
H27 11.9844 -10.3767 16.0966
H28 12.6868 -9.7665 14.5689
C29 8.3359 -10.3704 7.7140
C30 9.5551 -11.0272 7.1048
O1 9.6176 -11.3333 5.9318
C31 10.7422 -11.3444 8.0387
H29 7.6848 -10.1469 6.8690
H30 8.6662 -9.4733 8.2376
H31 7.8364 -11.0062 8.4450
H32 10.3739 -11.6771 9.0091
H33 11.4270 -10.5121 8.2011
H34 11.3067 -12.1433 7.5577
C32 14.4147 -9.5626 9.4512
C33 12.9279 -9.1671 9.4127
O2 12.5548 -8.0448 9.0196
C34 11.9534 -10.1921 9.9420
H35 14.9135 -9.1850 8.5586
H36 14.5121 -10.6476 9.4146
H37 14.9223 -9.2851 10.3750
H38 12.3655 -10.5232 10.8953
H39 11.8801 -10.9465 9.1587
H40 11.0264 -9.6541 10.1405
C35 3.6595 -8.7931 14.6296
C36 4.7284 -8.9413 13.6386
O3 4.5089 -8.8361 12.4436
C37 6.1026 -9.4344 14.1653
H41 3.9008 -7.8695 15.1558
H42 3.5311 -9.6558 15.2833
H43 2.6587 -8.7782 14.1979
H44 6.0152 -10.4556 14.5361
H45 6.3898 -8.6936 14.9114
H46 6.8754 -9.4253 13.3967

Atoms 1-6, force components in eV/Å:
F -0.1 -0.3 -0.1
C 1.8 1.3 0.8
C -0.3 0.0 -0.8
C -0.5 1.6 -1.6
C -0.3 -0.3 1.1
C -1.1 1.2 0.7

Kohn-Sham gap	7.94	eV
energy	-5742.92157	Eh
maximum force	14.6	eV/Å
energy relative to the best compared isomer or geometry (same formula, charge and spin)	3278.7	kJ/mol

=====

Question: The lowest energy belongs to which entry?
Answer: C37H45BCl4N12O3PRbSe

=====

Question: Number 3 is which compound?
Answer: C37H45BCl4N12O3PRbSe